Record 1
113
Properties=species:S:1:pos:R:3:lowdin_charge:R:1 method="wB97M-V/def2-TZVPD" total_charge=-2 homo_lumo_gap_ev=2.85 homo_energy_ev=0.26 max_force_ev_per_a=0.63
Rb -0.141 -0.464 -0.048 0.648
C 3.996 4.128 -5.168 -0.063
C 3.603 3.382 -3.926 -0.284
C 4.483 2.730 -3.149 -0.041
C 4.069 1.948 -2.009 -0.140
C 5.042 1.219 -1.381 -0.059
N 5.036 0.502 -0.244 0.033
C 4.113 0.560 0.879 -0.189
C 4.831 0.091 2.135 -0.169
C 3.896 -0.004 3.326 -0.189
N 3.733 1.307 3.962 0.034
C 2.810 1.590 4.894 -0.060
C 1.471 1.296 4.956 -0.115
C 0.838 1.512 6.235 -0.034
C -0.484 1.354 6.412 -0.280
C -1.159 1.488 7.748 -0.064
C -1.289 1.106 5.245 0.012
C -0.801 1.002 3.991 -0.094
C -1.792 1.052 2.895 -0.148
N -1.589 1.654 1.807 0.067
C -2.780 1.826 0.977 -0.230
C -2.583 1.539 -0.502 -0.235
C -1.788 2.573 -1.293 -0.228
N -0.343 2.346 -1.261 0.051
C 0.264 2.669 -2.319 -0.135
C 1.717 2.624 -2.527 -0.107
C 2.209 3.326 -3.571 0.008
C 2.621 1.753 -1.756 -0.332
O 2.214 0.857 -1.032 -0.049
C 0.657 0.934 3.773 -0.290
O 1.148 0.636 2.689 0.021
H 5.066 4.031 -5.366 0.067
H 3.758 5.193 -5.092 0.071
H 3.450 3.735 -6.030 0.074
H 5.544 2.752 -3.389 0.107
H 6.016 1.200 -1.867 0.124
H 5.823 -0.113 -0.125 0.123
H 3.238 -0.059 0.706 0.078
H 3.745 1.582 0.980 0.140
H 5.687 0.740 2.370 0.112
H 5.245 -0.905 1.953 0.098
H 4.301 -0.698 4.070 0.118
H 2.921 -0.362 3.012 0.092
H 4.622 1.749 4.143 0.128
H 3.203 2.179 5.723 0.125
H 1.478 1.763 7.077 0.108
H -0.443 1.747 8.530 0.067
H -1.650 0.553 8.032 0.079
H -1.931 2.261 7.722 0.076
H -2.368 1.069 5.376 0.124
H -2.774 0.641 3.152 0.113
H -3.070 2.879 1.087 0.112
H -3.598 1.204 1.360 0.109
H -3.574 1.447 -0.953 0.106
H -2.141 0.554 -0.639 0.006
H -1.983 3.570 -0.876 0.113
H -2.140 2.562 -2.328 0.083
H -0.280 3.047 -3.194 0.124
H 1.503 3.843 -4.217 0.121
C 3.039 -3.658 2.594 -0.333
As 2.287 -2.978 0.893 1.107
C 3.956 -3.126 -0.145 -0.303
C 1.508 -4.670 0.232 -0.438
C 1.495 -5.811 1.035 -0.134
C 1.001 -7.015 0.551 -0.116
C 0.535 -7.087 -0.754 -0.110
C 0.534 -5.944 -1.543 -0.130
C 0.992 -4.714 -1.071 -0.384
As 0.759 -2.921 -2.060 1.060
C 1.750 -3.493 -3.658 -0.330
C -1.033 -3.336 -2.736 -0.300
H 3.633 -4.563 2.461 0.017
H 2.230 -3.849 3.301 0.016
H 3.673 -2.876 3.011 -0.013
H 4.294 -4.162 -0.178 0.026
H 4.725 -2.506 0.317 -0.011
H 3.767 -2.763 -1.155 0.008
H 1.852 -5.774 2.057 0.071
H 0.975 -7.888 1.194 0.087
H 0.153 -8.023 -1.146 0.088
H 0.143 -6.008 -2.554 0.081
H 1.524 -4.533 -3.900 0.006
H 2.822 -3.372 -3.505 -0.003
H 1.442 -2.839 -4.470 -0.007
H -1.184 -4.407 -2.888 0.006
H -1.139 -2.776 -3.661 0.011
H -1.768 -2.947 -2.035 0.015
Cl -2.895 0.274 -3.891 0.572
C -1.321 0.691 -4.604 -0.603
C -1.341 1.528 -5.689 -0.222
C -0.162 1.861 -6.382 -0.198
C 1.016 1.225 -5.946 -0.230
C 1.019 0.394 -4.858 -0.572
Cl 2.615 -0.238 -4.379 0.631
C -0.130 0.044 -3.958 -0.611
N -0.134 -0.607 -2.869 -0.185
H -2.299 1.922 -6.016 0.073
H -0.174 2.509 -7.250 0.045
H 1.960 1.403 -6.456 0.072
C -1.041 -2.998 2.767 0.000
C -2.446 -2.629 2.226 -0.552
O -2.464 -1.566 1.432 -0.204
C -2.974 -3.887 1.460 -0.550
F -2.274 -4.068 0.335 0.142
F -4.268 -3.786 1.111 0.138
F -2.871 -5.057 2.146 0.105
C -3.360 -2.396 3.474 -0.546
F -3.575 -3.490 4.246 0.112
F -4.568 -1.915 3.173 0.140
F -2.801 -1.488 4.308 0.108
H -0.444 -3.339 1.921 0.049
H -1.042 -3.779 3.532 0.086
H -0.596 -2.086 3.166 0.080

Record 2
15
Properties=species:S:1:pos:R:3:nbo_charge:R:1 method="wB97M-V/def2-TZVPD" total_charge=0 homo_lumo_gap_ev=9.71 homo_energy_ev=-9.97 de_lowest_kcal_mol=56.8 smiles=C#CCO[C@@](C)(I)C#N max_force_ev_per_a=6.54
C -1.036 -1.012 -3.386 -0.175
C -0.715 -1.177 -2.207 -0.034
C 0.903 -1.311 1.556 0.200
C 0.812 1.194 1.670 -0.627
C -0.499 -1.212 -0.775 -0.164
C 0.070 -0.104 1.273 0.148
N 1.710 -2.114 1.525 -0.264
O -0.357 0.017 -0.094 -0.499
I -1.757 -0.313 2.558 0.063
H -1.126 -1.005 -4.379 0.216
H 0.329 2.023 1.313 0.236
H 0.852 1.369 2.742 0.237
H 1.775 1.164 1.214 0.229
H 0.384 -1.745 -0.520 0.217
H -1.396 -1.887 -0.484 0.218

Record 3
155
Properties=species:S:1:pos:R:3:mulliken_spin:R:1 method="wB97M-V/def2-TZVPD" multiplicity=2 total_charge=+1 homo_lumo_gap_ev="6.83 / 3.14" homo_energy_ev="-10.26 / -10.26" de_lowest_kcal_mol=69.0 max_force_ev_per_a=3.68
O 3.915 17.704 19.322 0.003
H 4.073 17.094 20.047 -0.001
H 4.091 18.596 19.630 0.000
H 4.492 17.498 18.582 0.000
C 5.078 16.722 16.003 0.016
O 3.638 16.993 16.237 -0.013
O 5.683 17.498 17.009 0.896
C 5.568 15.216 15.811 0.083
F 6.804 15.066 16.195 -0.002
F 4.991 14.161 16.382 0.007
F 5.481 14.976 14.482 0.013
C 2.654 16.390 15.435 0.005
C 1.382 16.416 16.326 -0.001
H 1.638 16.353 17.384 0.000
H 0.788 17.307 16.122 0.000
H 0.739 15.573 16.070 0.000
H 2.774 15.314 15.313 -0.001
H 2.511 16.992 14.538 -0.002
H 5.322 17.271 15.093 -0.033
C 8.217 18.385 13.839 0.000
C 7.454 17.734 12.682 0.005
C 8.020 18.099 11.296 0.000
O 7.473 19.386 10.961 0.000
C 7.783 19.909 9.696 0.000
N 7.763 16.346 12.895 0.000
H 9.297 18.253 13.891 0.000
H 7.686 18.224 14.777 0.000
H 8.124 19.470 13.888 0.000
H 6.416 17.970 12.916 -0.006
H 7.559 17.367 10.632 0.000
H 9.096 17.945 11.205 0.000
H 8.863 19.946 9.553 0.000
H 7.314 20.891 9.640 0.000
H 7.306 19.274 8.949 0.000
H 7.169 16.067 13.663 -0.002
H 8.722 16.200 13.177 0.000
C -0.229 17.033 19.853 0.000
C -0.921 15.687 19.700 0.000
C -0.460 14.458 20.516 0.000
O 0.902 14.313 20.444 0.000
C 1.360 13.738 19.232 0.000
N -2.306 16.089 19.927 0.000
H -0.530 17.810 19.150 0.000
H 0.795 16.679 19.735 0.000
H -0.399 17.204 20.916 0.000
H -0.879 15.428 18.643 0.000
H -1.063 13.634 20.136 0.000
H -0.650 14.781 21.539 0.000
H 0.881 12.812 18.914 0.000
H 2.361 13.353 19.430 0.000
H 1.385 14.481 18.434 0.000
H -2.402 16.572 20.809 0.000
H -2.735 16.649 19.203 0.000
C 4.199 16.101 11.541 0.000
C 3.158 16.129 10.391 0.000
C 1.750 16.183 11.103 0.000
O 1.619 14.882 11.697 0.000
C 0.452 14.795 12.542 0.000
N 3.452 17.393 9.690 0.000
H 4.038 16.741 12.409 0.000
H 5.251 16.146 11.261 0.000
H 4.127 15.078 11.911 0.000
H 3.345 15.284 9.729 0.000
H 0.943 16.322 10.383 0.000
H 1.683 16.966 11.858 0.000
H 0.521 15.632 13.235 0.000
H 0.465 13.844 13.074 0.000
H -0.470 14.818 11.961 0.000
H 2.863 17.328 8.871 0.000
H 4.331 17.193 9.234 0.000
C -2.237 17.662 16.379 0.000
C -3.677 17.934 16.934 0.000
C -3.832 19.388 17.433 0.000
O -5.118 19.631 18.031 0.000
C -5.317 20.912 18.604 0.000
N -4.702 17.532 16.027 0.000
H -1.500 17.879 17.152 0.000
H -2.091 18.235 15.463 0.000
H -1.956 16.642 16.115 0.000
H -3.818 17.189 17.717 0.000
H -3.524 20.188 16.760 0.000
H -3.078 19.590 18.194 0.000
H -5.129 20.972 19.676 0.000
H -6.352 21.227 18.471 0.000
H -4.737 21.688 18.105 0.000
H -4.451 17.704 15.064 0.000
H -5.434 18.222 16.119 0.000
C 7.100 12.029 13.534 0.000
C 8.250 11.149 12.938 0.000
C 9.674 11.828 13.069 0.000
O 10.709 11.112 12.391 0.000
C 11.951 11.664 12.549 0.000
N 8.118 9.976 13.750 0.000
H 6.111 11.895 13.096 0.000
H 7.327 13.093 13.470 0.000
H 6.915 11.891 14.600 0.000
H 8.073 10.957 11.880 0.000
H 9.913 11.962 14.124 0.000
H 9.583 12.837 12.668 0.000
H 12.540 11.365 11.683 0.000
H 12.389 11.163 13.412 0.000
H 12.036 12.742 12.685 0.000
H 8.170 10.282 14.711 0.000
H 7.216 9.525 13.787 0.000
C 12.176 16.265 13.185 0.000
C 12.206 16.114 14.750 0.000
C 11.244 14.988 15.311 0.000
O 10.921 15.155 16.708 0.000
C 10.138 16.335 16.982 0.000
N 13.522 15.847 15.058 0.000
H 13.098 16.666 12.765 0.000
H 11.403 16.981 12.904 0.000
H 11.965 15.245 12.866 0.000
H 11.837 17.120 14.953 0.000
H 11.744 14.019 15.323 0.000
H 10.394 14.773 14.664 0.000
H 9.122 15.953 16.888 0.000
H 10.436 17.242 16.455 0.000
H 10.424 16.592 18.002 0.000
H 14.138 16.644 14.986 0.000
H 13.587 15.508 16.007 0.000
C 8.908 19.787 18.579 0.000
C 7.748 20.077 19.642 0.001
C 7.729 21.454 20.284 0.000
O 8.953 21.296 21.068 0.000
C 9.906 22.283 20.797 0.000
N 6.469 19.908 19.048 0.001
H 8.774 20.454 17.728 0.000
H 8.657 18.820 18.142 0.001
H 9.951 19.809 18.897 0.000
H 7.805 19.284 20.388 0.000
H 7.030 21.703 21.082 0.000
H 7.627 22.197 19.493 0.000
H 10.264 22.105 19.783 0.000
H 10.706 22.248 21.537 0.000
H 9.412 23.214 21.074 0.000
H 6.581 19.143 18.397 0.008
H 6.177 20.673 18.456 0.000
C 1.745 21.393 16.578 0.002
C 3.168 20.869 16.327 -0.002
C 4.301 21.913 16.432 0.000
O 5.659 21.394 16.489 0.000
C 6.104 20.929 15.273 0.001
N 3.479 19.775 17.243 0.017
H 1.554 21.385 17.651 0.000
H 0.972 20.838 16.047 0.000
H 1.595 22.440 16.313 0.000
H 3.062 20.323 15.390 0.002
H 4.220 22.467 17.367 0.000
H 4.257 22.708 15.687 0.000
H 5.538 21.389 14.463 0.000
H 6.048 19.842 15.228 0.004
H 7.167 21.166 15.252 0.000
H 4.465 19.639 17.419 0.000
H 3.342 18.922 16.719 0.001

Record 4
11
Properties=species:S:1:pos:R:3:nbo_charge:R:1 method="wB97M-V/def2-TZVPD" total_charge=0 homo_lumo_gap_ev=7.88 homo_energy_ev=-7.93 de_lowest_kcal_mol=0.0 smiles="BrC1=C(Br)CC=C1" max_force_ev_per_a=6.99
C 0.833 1.326 0.059 -0.279
C -0.208 0.412 0.062 -0.177
C 2.112 0.757 -0.035 -0.161
C 1.826 -0.777 0.065 -0.105
C 0.373 -1.050 -0.006 -0.536
Br 3.742 1.677 0.055 0.131
Br 3.226 -1.982 -0.079 0.120
H 0.663 2.434 -0.160 0.234
H -1.257 0.710 0.053 0.225
H 0.084 -1.839 0.781 0.270
H 0.051 -1.417 -1.030 0.278

Record 5
22
Properties=species:S:1:pos:R:3:nbo_charge:R:1 method="wB97M-V/def2-TZVPD" total_charge=0 homo_lumo_gap_ev=9.62 homo_energy_ev=-8.81 de_lowest_kcal_mol=35.3 smiles=NCC[C@@H](N)CO.O max_force_ev_per_a=2.87
C -0.248 -0.813 -1.797 -0.057
O -0.081 0.600 -1.856 -0.799
C 0.490 -1.303 -0.525 -0.064
C -0.130 -0.449 0.675 -0.424
C 0.907 0.700 0.966 -0.214
N 0.576 1.522 2.127 -0.886
N 0.414 -2.725 -0.290 -0.848
H 0.333 -1.161 -2.664 0.182
H -1.334 -1.015 -1.739 0.165
H -0.815 1.244 -1.932 0.516
H 1.517 -0.986 -0.738 0.198
H -0.130 -1.106 1.604 0.198
H -1.134 -0.072 0.521 0.186
H 1.081 1.391 0.140 0.211
H 1.856 0.150 1.250 0.160
H -0.127 1.147 2.764 0.356
H 1.324 1.896 2.686 0.367
H -0.509 -3.035 -0.050 0.363
H 1.153 -3.041 0.314 0.370
H -1.568 1.821 0.076 0.486
H -1.700 3.091 -0.755 0.481
O -1.876 2.143 -0.778 -0.947

Record 6
91
Properties=species:S:1:pos:R:3:lowdin_charge:R:1 method="wB97M-V/def2-TZVPD" total_charge=+1 homo_lumo_gap_ev=7.13 homo_energy_ev=-11.32 max_force_ev_per_a=1.53
C -2.615 -1.291 6.023 -0.055
C -2.826 0.212 5.923 -0.272
O -2.095 0.713 4.816 -0.158
C -2.726 1.800 4.169 -0.201
C -1.731 2.492 3.271 -0.190
O -1.586 1.879 2.003 -0.129
C -0.675 0.793 1.965 -0.161
C 0.441 1.080 0.968 -0.136
O 0.424 0.078 -0.051 -0.093
C 1.170 0.379 -1.155 -0.116
N 0.413 -0.068 -2.377 0.071
N -0.732 -0.721 -2.151 0.222
C -1.411 -1.109 -3.202 -0.196
C -2.701 -1.830 -2.910 -0.152
C -2.829 -2.308 -1.458 -0.193
C -2.082 -3.613 -1.189 -0.167
C -2.589 -4.234 0.098 -0.179
O -1.876 -5.436 0.422 -0.021
C -0.949 -5.280 1.413 -0.555
C 0.443 -5.588 0.960 0.026
O -1.245 -4.956 2.509 0.152
C -0.968 -0.861 -4.539 -0.212
P -1.833 -1.375 -6.106 0.628
O -1.978 -2.955 -5.742 -0.331
Cl -3.743 -0.669 -5.838 0.313
C 0.234 -0.206 -4.734 0.014
B 0.810 0.109 -6.193 -0.621
N 0.010 0.999 -7.044 0.143
O 2.031 -0.405 -6.530 0.179
C 0.915 0.184 -3.567 -0.236
O 2.081 0.818 -3.618 -0.002
C 2.002 2.253 -3.938 -0.084
C 3.156 2.649 -4.843 -0.303
C 2.684 3.418 -6.091 -0.045
C 4.290 3.364 -4.083 -0.375
C 4.023 4.843 -3.801 -0.069
C 4.680 2.649 -2.766 -0.045
H -3.324 -1.737 6.712 0.084
H -1.586 -1.473 6.320 0.060
H -2.725 -1.690 5.015 0.078
H -3.892 0.434 5.835 0.119
H -2.481 0.674 6.853 0.109
H -3.048 2.528 4.925 0.130
H -3.618 1.487 3.618 0.136
H -2.080 3.510 3.094 0.127
H -0.784 2.570 3.811 0.132
H -0.296 0.565 2.958 0.124
H -1.212 -0.088 1.607 0.131
H 0.246 2.070 0.548 0.132
H 1.421 1.112 1.450 0.132
H 2.147 -0.107 -1.169 0.158
H 1.324 1.455 -1.260 0.136
H -3.533 -1.161 -3.117 0.098
H -2.745 -2.704 -3.553 0.099
H -3.891 -2.518 -1.309 0.122
H -2.571 -1.529 -0.746 0.109
H -1.001 -3.475 -1.177 0.112
H -2.340 -4.301 -1.996 0.123
H -3.631 -4.523 -0.036 0.133
H -2.569 -3.536 0.935 0.129
H 0.702 -4.867 0.186 0.081
H 1.133 -5.555 1.792 0.089
H 0.428 -6.568 0.486 0.095
H -2.763 -3.335 -6.161 0.068
H 0.538 1.833 -7.293 0.067
H -0.197 0.540 -7.928 0.074
H 1.984 -0.874 -7.373 0.129
H 1.027 2.447 -4.388 0.137
H 2.029 2.801 -2.996 0.128
H 3.581 1.719 -5.225 0.144
H 2.633 2.758 -6.956 0.074
H 1.727 3.916 -5.943 0.089
H 3.397 4.193 -6.360 0.078
H 5.167 3.321 -4.729 0.136
H 3.634 5.397 -4.651 0.068
H 4.968 5.315 -3.530 0.089
H 3.351 4.993 -2.954 0.081
H 4.038 1.805 -2.522 0.059
H 4.665 3.357 -1.940 0.078
H 5.694 2.262 -2.832 0.083
C 0.740 0.630 8.406 -0.159
C 1.253 0.299 9.792 -0.159
O 0.108 -0.238 10.465 -0.183
S -0.815 -1.037 9.432 0.589
O -0.513 -2.418 9.502 -0.206
O -2.141 -0.556 9.546 -0.214
O -0.151 -0.449 8.094 -0.214
H 0.173 1.563 8.398 0.134
H 1.532 0.676 7.664 0.135
H 1.618 1.170 10.328 0.137
H 2.031 -0.467 9.762 0.135

Number 1: DFT total energy -8221.29614 hartree. Number 2: DFT total energy -659.78432 hartree. Number 3: DFT total energy -2994.34692 hartree. Number 4: DFT total energy -5340.86680 hartree. Number 5: DFT total energy -420.74881 hartree. Number 6: DFT total energy -3272.30649 hartree.